A:
Entry from the OMol25 dataset: a cluster of 2 separate species, C4H11N3O2 in total (wB97M-V/def2-TZVPD).

XYZ file:
```
20
Properties=species:S:1:pos:R:3:lowdin_spin:R:1
C -1.8841 -1.7547 -2.0724 0.000
C -2.6261 -0.4879 -1.8217 0.000
O -1.6674 0.5093 -1.6051 0.000
O -3.7558 -0.2909 -1.5162 0.000
H -1.0199 -1.6664 -2.7371 0.000
H -2.4459 -2.5757 -2.4830 0.000
H -1.5300 -2.1082 -1.0927 0.000
C 3.0902 -0.9508 2.1413 0.011
C 1.6745 0.8455 1.2618 0.071
N 1.2622 2.0988 1.4578 0.673
N 2.8783 0.3731 1.5715 0.096
N 0.8332 0.0964 0.5735 0.121
H 1.8842 2.7451 1.9567 0.019
H -2.0687 1.3883 -1.4913 0.000
H 3.5316 1.0706 1.9017 0.000
H 0.9353 -0.8085 0.1221 0.002
H -0.0855 0.5259 0.4862 -0.001
H 3.3769 -0.9545 3.1928 0.004
H 3.9349 -1.4264 1.6682 0.005
H 2.2176 -1.5708 2.0259 0.000
```

2S+1: 2
gap between HOMO and LUMO (alpha / beta): 10.2 / 5.7 eV
⟨S²⟩: 0.76
charge: +1

B:
Entry from the OMol25 dataset: a cluster of 2 separate species, C4H11N3O2 in total (wB97M-V/def2-TZVPD).

XYZ file:
```
20
Properties=species:S:1:pos:R:3:lowdin_spin:R:1
C -2.6077 0.7644 2.7009 0.000
C -2.1375 0.8577 1.2949 0.000
O -1.2271 1.8456 1.1248 0.017
O -2.5513 0.2776 0.3150 0.003
H -1.7007 0.7636 3.3156 0.000
H -3.1198 -0.1811 2.8601 0.000
H -3.1845 1.6238 3.0114 0.000
C 2.8000 -0.5653 -2.1666 0.096
C 0.7118 -0.4486 -0.6640 0.014
N 0.8777 0.5955 0.0302 0.210
N 1.8273 -1.1198 -1.2974 0.558
N -0.4370 -1.0406 -0.9394 0.001
H 1.8413 0.8992 0.1581 0.007
H -0.5793 1.6305 0.4250 0.005
H 2.2369 -1.8400 -0.6878 0.007
H -0.5360 -1.8498 -1.5330 0.002
H -1.3171 -0.7815 -0.4911 0.001
H 2.5428 0.4589 -2.4276 0.010
H 2.7528 -1.0616 -3.1562 0.053
H 3.8074 -0.8285 -1.8729 0.016
```

2S+1: 2
gap between HOMO and LUMO (alpha / beta): 10.0 / 5.1 eV
⟨S²⟩: 0.76
charge: +1

Q: Which of them is the least stable? A: B.

A:
Entry from the OMol25 dataset: a structure of composition C34H57N3O2SSiYb (wB97M-V/def2-TZVPD).

XYZ file:
```
99
Properties=species:S:1:pos:R:3:lowdin_spin:R:1
O 2.0020 -2.1151 -1.5777 0.000
O 0.8404 -0.4827 -3.1267 0.000
C 3.2242 -2.1523 -0.8418 0.000
C 3.4932 -3.4081 -0.0383 0.000
H 3.2581 -1.2699 -0.1798 0.000
H 4.0030 -1.9923 -1.6034 0.000
H 2.9322 -3.3850 0.9021 0.000
H 4.5531 -3.4329 0.2226 0.000
H 3.2481 -4.3159 -0.5965 0.000
C 0.8208 -2.6747 -0.9647 0.000
C 0.1839 -3.6369 -1.9335 0.000
H 0.1393 -1.8400 -0.7264 0.000
H 1.0609 -3.1704 -0.0131 0.000
H -0.1785 -3.1272 -2.8352 0.000
H -0.6749 -4.1390 -1.4681 0.000
H 0.9125 -4.4039 -2.2398 0.000
C -0.3759 0.0461 -3.6888 0.000
C 1.8655 -0.7844 -4.1058 0.000
C -1.5227 -0.8938 -3.4338 0.000
H -0.2447 0.2316 -4.7704 0.000
H -0.5619 1.0071 -3.1929 0.000
H -1.3982 -1.8303 -3.9893 0.000
H -2.4538 -0.4228 -3.7645 0.000
H -1.6345 -1.1265 -2.3662 0.000
C 1.5244 -2.0171 -4.8954 0.000
H 2.7917 -0.9213 -3.5393 0.000
H 2.0023 0.0891 -4.7693 0.000
H 1.4253 -2.8835 -4.2286 0.000
H 2.3348 -2.2139 -5.6058 0.000
H 0.5975 -1.8707 -5.4611 0.000
H 1.1781 -0.2859 -1.5014 0.000
N -0.7720 -0.3768 2.9385 -0.001
C -1.6026 0.0987 3.8842 0.000
C -2.4473 1.2085 3.7201 0.000
C -2.7619 1.8985 2.5321 0.000
C -1.7038 -0.6242 5.2088 0.000
H -0.7406 -1.0369 5.5283 0.000
H -2.4356 -1.4454 5.1557 0.000
H -2.0455 0.0817 5.9739 0.000
C -3.9611 2.8166 2.5312 0.000
H -4.6471 2.5967 1.7006 0.000
H -3.6656 3.8752 2.4642 0.000
H -4.5021 2.6671 3.4724 0.000
N -1.9992 1.8043 1.4452 -0.001
C -0.4293 -1.7565 2.8956 0.000
C 0.8655 -2.1921 3.2720 0.000
C 1.8958 -1.2394 3.7866 0.000
C 1.1820 -3.5480 3.1848 0.000
H 2.1824 -3.8736 3.4834 0.000
C 0.2317 -4.4776 2.7592 0.000
H 0.4919 -5.5359 2.7050 0.000
C -1.0513 -4.0517 2.4179 0.000
H -1.8074 -4.7726 2.1013 0.000
C -1.3988 -2.7047 2.4831 0.000
C -2.7967 -2.2695 2.1680 0.000
C -2.2657 2.4440 0.2112 0.000
C -1.6534 3.6899 -0.0748 0.000
C -0.9245 4.4488 0.9951 0.000
C -1.6630 4.1574 -1.3877 0.000
H -1.1334 5.0853 -1.6191 0.000
C -2.3443 3.4536 -2.3841 0.000
H -2.3579 3.8313 -3.4070 0.000
C -3.0253 2.2722 -2.0747 0.000
H -3.5865 1.7341 -2.8421 0.000
C -2.9847 1.7441 -0.7879 0.000
C -3.6252 0.4266 -0.4693 0.000
Yb 0.2428 1.2793 1.6457 1.001
H 2.5600 -0.8913 2.9775 0.000
H 2.5432 -1.7500 4.5162 0.000
H 1.4643 -0.3544 4.2710 0.000
H -2.8246 -1.3420 1.5803 0.000
H -3.3975 -2.1049 3.0762 0.000
H -3.3054 -3.0502 1.5880 0.000
H -1.0339 5.5282 0.8122 0.000
H 0.1581 4.2373 1.0009 0.000
H -1.2924 4.2381 2.0089 0.000
H -4.1593 0.4395 0.4904 0.000
H -2.8804 -0.3845 -0.4255 0.000
H -4.3457 0.1511 -1.2500 0.000
H -3.0054 1.5213 4.6027 0.000
C 1.1337 0.5846 -0.6504 -0.001
Si 2.1845 1.9799 -1.3977 0.000
H 0.0576 0.8331 -0.5618 0.000
H 1.5920 0.1202 0.2390 0.000
C 3.9026 1.3118 -1.7690 0.000
C 2.4145 3.5134 -0.3421 0.000
C 1.4712 2.6996 -2.9834 0.000
H 2.0196 3.6277 -3.2059 0.000
H 0.4100 2.9608 -2.8783 0.000
H 1.5823 2.0306 -3.8460 0.000
H 4.4905 1.2776 -0.8411 0.000
H 4.3917 2.0033 -2.4701 0.000
H 3.9052 0.3105 -2.2182 0.000
H 2.6935 3.2892 0.6990 0.000
H 1.5332 4.1696 -0.3574 0.000
H 3.2532 4.0815 -0.7810 0.000
S 3.3139 1.5024 2.4519 0.000
C 2.0532 2.3317 3.0385 -0.001
N 1.0096 2.8482 3.3408 0.001
```

2S+1: 2
gap between HOMO and LUMO (alpha / beta): 8.5 / 6.8 eV
⟨S²⟩: 0.75
charge: +1

B:
Entry from the OMol25 dataset: a structure of composition C34H57N3O2SSiYb (wB97M-V/def2-TZVPD).

XYZ file:
```
99
Properties=species:S:1:pos:R:3:lowdin_spin:R:1
O 1.5239 4.1388 -0.7281 0.000
O 3.8974 3.1103 -0.5029 0.000
C 0.5171 4.1002 -1.7411 0.000
C -0.8331 4.6747 -1.3473 0.000
H 0.3915 3.0563 -2.0852 0.000
H 0.9603 4.6596 -2.5787 0.000
H -1.4483 3.9209 -0.8372 0.000
H -1.3600 4.9588 -2.2636 0.000
H -0.7408 5.5655 -0.7136 0.000
C 1.1131 3.6767 0.5786 0.000
C 1.5972 4.6476 1.6208 0.000
H 1.5430 2.6733 0.7404 0.000
H 0.0178 3.5505 0.6291 0.000
H 2.6838 4.5842 1.7355 0.000
H 1.1337 4.4325 2.5900 0.000
H 1.3357 5.6715 1.3353 0.000
C 4.9422 2.4677 0.2618 0.000
C 4.3464 4.2738 -1.2315 0.000
C 4.6435 2.5780 1.7298 0.000
H 5.9171 2.9237 0.0205 0.000
H 4.9774 1.4184 -0.0578 0.000
H 4.6826 3.6258 2.0448 0.000
H 5.3848 2.0136 2.3024 0.000
H 3.6530 2.1766 1.9690 0.000
C 4.7297 5.3943 -0.3126 0.000
H 3.5064 4.5527 -1.8711 0.000
H 5.1876 3.9725 -1.8751 0.000
H 3.9053 5.6411 0.3622 0.000
H 4.9525 6.2764 -0.9177 0.000
H 5.6174 5.1393 0.2730 0.000
H 2.5339 2.2901 -1.0183 0.000
N -1.0788 -0.5962 0.9266 0.000
C -1.5100 -1.7678 1.4190 0.000
C -0.6986 -2.9029 1.5919 0.000
C 0.7028 -2.9760 1.4864 0.000
C -2.9447 -1.9171 1.8821 0.000
H -3.6492 -1.3424 1.2660 0.000
H -3.0470 -1.5976 2.9321 0.000
H -3.2196 -2.9784 1.8270 0.000
C 1.3953 -4.2108 1.9985 0.000
H 2.2221 -3.9603 2.6773 0.000
H 1.7930 -4.8126 1.1687 0.000
H 0.6657 -4.8186 2.5437 0.000
N 1.4117 -2.0019 0.9250 0.002
C -1.7139 0.6158 1.3040 0.000
C -2.5291 1.3036 0.3741 0.000
C -2.7336 0.7491 -0.9974 0.000
C -3.1664 2.4850 0.7581 0.000
H -3.7990 3.0012 0.0343 0.000
C -3.0167 2.9817 2.0533 0.000
H -3.5265 3.8975 2.3524 0.000
C -2.2295 2.2916 2.9766 0.000
H -2.1165 2.6572 3.9963 0.000
C -1.5746 1.1126 2.6213 0.000
C -0.7898 0.3658 3.6539 0.000
C 2.8195 -1.9666 0.8053 0.001
C 3.4446 -2.5003 -0.3503 0.001
C 2.6466 -3.2457 -1.3825 0.000
C 4.8092 -2.2871 -0.5364 0.000
H 5.2863 -2.6852 -1.4386 0.000
C 5.5525 -1.5783 0.4097 0.001
H 6.6222 -1.4190 0.2608 0.000
C 4.9377 -1.0922 1.5680 0.000
H 5.5211 -0.5745 2.3340 0.000
C 3.5740 -1.2652 1.7760 0.001
C 2.8939 -0.6945 2.9834 0.000
Yb 0.5533 -0.7658 -0.8059 0.994
H -1.9748 1.1224 -1.7060 0.000
H -3.7081 1.0605 -1.3979 0.000
H -2.6953 -0.3481 -1.0219 0.000
H 0.1537 -0.0359 3.2595 0.000
H -1.3640 -0.4705 4.0842 0.000
H -0.5535 1.0500 4.4802 0.000
H 3.2422 -4.0854 -1.7727 0.000
H 2.3937 -2.6173 -2.2546 0.000
H 1.7021 -3.6567 -0.9997 0.000
H 2.1798 -1.4010 3.4272 0.000
H 2.3416 0.2334 2.7555 0.000
H 3.6362 -0.4439 3.7534 0.000
H -1.2016 -3.8046 1.9338 0.000
C 2.2289 1.1721 -1.4038 -0.001
Si 3.2375 0.9136 -3.0040 0.000
H 2.5367 0.5186 -0.5654 0.000
H 1.1385 1.2523 -1.5843 0.000
C 2.8852 2.3723 -4.1351 0.000
C 2.9473 -0.6610 -4.0032 0.000
C 5.0976 0.8223 -2.6845 0.000
H 5.6020 0.4784 -3.6014 0.000
H 5.3371 0.1014 -1.8906 0.000
H 5.5307 1.7934 -2.4095 0.000
H 1.8948 2.2600 -4.5968 0.000
H 3.6376 2.4003 -4.9364 0.000
H 2.9106 3.3343 -3.6081 0.000
H 1.8808 -0.8741 -4.1703 0.000
H 3.4336 -1.5346 -3.5473 0.000
H 3.4132 -0.5088 -4.9921 0.000
S -0.6178 -0.0615 -3.5892 0.000
C -0.6140 -1.5123 -2.8692 -0.001
N -0.5113 -2.4876 -2.1757 0.001
```

2S+1: 2
gap between HOMO and LUMO (alpha / beta): 8.2 / 6.4 eV
⟨S²⟩: 0.75
charge: +1

Q: Which of them is the least stable? A: B.